# 1
{
  "formula": "C24H88N6O17",
  "method": "ωB97M-V with the def2-TZVPD basis set",
  "species": ["O", "H", "H", "O", "H", "H", "O", "H", "H", "O", "H", "H", "O", "H", "H", "O", "H", "H", "O", "H", "H", "O", "H", "H", "O", "H", "H", "O", "H", "H", "O", "H", "H", "C", "C", "C", "O", "C", "N", "H", "H", "H", "H", "H", "H", "H", "H", "H", "H", "H", "C", "C", "C", "O", "C", "N", "H", "H", "H", "H", "H", "H", "H", "H", "H", "H", "H", "C", "C", "C", "O", "C", "N", "H", "H", "H", "H", "H", "H", "H", "H", "H", "H", "H", "C", "C", "C", "O", "C", "N", "H", "H", "H", "H", "H", "H", "H", "H", "H", "H", "H", "C", "C", "C", "O", "C", "N", "H", "H", "H", "H", "H", "H", "H", "H", "H", "H", "H", "C", "C", "C", "O", "C", "N", "H", "H", "H", "H", "H", "H", "H", "H", "H", "H", "H"],
  "coordinates": [[-6.203, -1.476, -0.656], [-6.022, -1.234, -1.564], [-6.753, -2.256, -0.721], [1.713, 3.757, 2.981], [2.017, 3.300, 2.197], [1.197, 4.491, 2.647], [-0.521, -3.701, -3.112], [-0.284, -4.063, -2.259], [-1.002, -4.405, -3.547], [2.559, 2.934, 0.337], [3.297, 2.359, 0.542], [1.970, 2.390, -0.185], [2.156, -2.049, -3.267], [2.617, -2.662, -3.839], [1.308, -2.464, -3.105], [-1.591, 3.314, -0.684], [-2.170, 2.851, -0.079], [-1.868, 4.228, -0.630], [-5.125, -0.604, 1.718], [-5.495, -1.160, 1.032], [-5.849, -0.038, 1.984], [3.672, -1.300, -1.390], [3.455, -2.053, -0.841], [3.091, -1.378, -2.146], [-3.414, 1.829, 1.105], [-3.746, 0.953, 1.300], [-3.136, 2.175, 1.953], [3.859, 2.244, -2.411], [3.293, 1.621, -1.956], [3.312, 2.597, -3.113], [-1.810, 2.189, -3.196], [-1.636, 2.551, -2.327], [-2.722, 1.900, -3.157], [-1.347, 0.137, 5.398], [-0.550, 1.413, 5.506], [0.770, 1.150, 6.269], [0.514, 0.557, 7.560], [1.613, 0.455, 8.487], [-0.406, 2.001, 4.201], [-1.623, -0.229, 6.386], [-0.793, -0.696, 4.966], [-2.202, 0.388, 4.770], [-1.034, 2.178, 6.114], [1.376, 2.055, 6.316], [1.378, 0.479, 5.663], [1.246, 0.535, 9.510], [2.383, 1.195, 8.272], [2.088, -0.517, 8.357], [-0.366, 1.233, 3.546], [0.402, 2.599, 4.110], [1.874, 0.972, -7.892], [2.277, 1.188, -6.384], [1.637, 2.476, -5.699], [2.094, 2.729, -4.370], [1.608, 3.904, -3.707], [1.802, 0.010, -5.714], [2.318, 0.064, -8.300], [2.258, 1.828, -8.446], [0.795, 0.817, -7.903], [3.357, 1.248, -6.246], [0.549, 2.454, -5.633], [1.864, 3.403, -6.226], [0.664, 3.663, -3.219], [1.410, 4.758, -4.355], [2.244, 4.194, -2.871], [0.793, 0.059, -5.720], [2.078, 0.180, -4.758], [-4.751, 2.520, -4.595], [-4.965, 1.463, -3.580], [-4.532, 0.054, -4.169], [-5.171, -0.948, -3.255], [-4.577, -2.244, -3.588], [-4.282, 1.700, -2.351], [-3.698, 2.769, -4.729], [-5.371, 3.366, -4.297], [-5.174, 2.266, -5.567], [-6.030, 1.464, -3.348], [-3.460, -0.101, -4.287], [-4.859, -0.130, -5.193], [-4.539, -2.491, -4.649], [-5.030, -3.054, -3.018], [-3.536, -2.162, -3.273], [-4.804, 2.419, -1.871], [-4.510, 0.915, -1.759], [0.688, -4.706, 3.096], [-0.120, -3.679, 2.267], [-0.704, -2.425, 3.048], [-1.654, -2.854, 4.082], [-2.927, -3.124, 3.634], [0.678, -3.182, 1.159], [0.061, -5.107, 3.892], [1.549, -4.301, 3.628], [0.976, -5.584, 2.517], [-0.919, -4.328, 1.912], [-1.115, -1.656, 2.395], [0.193, -2.034, 3.528], [-3.419, -3.400, 4.566], [-2.995, -4.001, 2.991], [-3.371, -2.227, 3.203], [0.535, -3.813, 0.384], [0.202, -2.378, 0.774], [3.569, -0.163, 2.572], [4.943, 0.295, 1.967], [5.944, -0.936, 1.905], [6.060, -1.460, 3.252], [7.019, -2.460, 3.483], [4.655, 0.849, 0.646], [3.099, -1.033, 2.113], [2.817, 0.626, 2.599], [3.728, -0.436, 3.615], [5.452, 1.058, 2.555], [6.920, -0.607, 1.547], [5.527, -1.730, 1.286], [7.999, -2.209, 3.077], [6.713, -3.458, 3.170], [7.143, -2.619, 4.554], [4.197, 0.138, 0.095], [5.499, 1.086, 0.145], [-0.021, 0.890, 1.139], [0.317, 0.366, -0.269], [-0.905, -0.394, -0.892], [-1.248, -1.472, -0.012], [-2.526, -2.027, -0.294], [0.648, 1.550, -0.992], [0.073, 0.088, 1.871], [-0.967, 1.431, 1.157], [0.675, 1.611, 1.567], [1.247, -0.202, -0.295], [-0.687, -0.800, -1.880], [-1.685, 0.355, -1.029], [-2.678, -2.843, 0.413], [-2.403, -2.536, -1.250], [-3.361, -1.341, -0.149], [-0.003, 2.305, -0.832], [0.629, 1.350, -1.982]],
  "homo_lumo_gap_ev": 8.21,
  "total_charge": 0,
  "fmax_ev_per_a": 3.1,
  "energy_ha": -2574.66354
}

# 2
{
  "formula": "C24H94N6O20",
  "method": "ωB97M-V with the def2-TZVPD basis set",
  "species": ["O", "H", "H", "O", "H", "H", "O", "H", "H", "O", "H", "H", "O", "H", "H", "O", "H", "H", "O", "H", "H", "O", "H", "H", "O", "H", "H", "O", "H", "H", "O", "H", "H", "O", "H", "H", "O", "H", "H", "O", "H", "H", "C", "C", "C", "O", "C", "N", "H", "H", "H", "H", "H", "H", "H", "H", "H", "H", "H", "C", "C", "C", "O", "C", "N", "H", "H", "H", "H", "H", "H", "H", "H", "H", "H", "H", "C", "C", "C", "O", "C", "N", "H", "H", "H", "H", "H", "H", "H", "H", "H", "H", "H", "C", "C", "C", "O", "C", "N", "H", "H", "H", "H", "H", "H", "H", "H", "H", "H", "H", "C", "C", "C", "O", "C", "N", "H", "H", "H", "H", "H", "H", "H", "H", "H", "H", "H", "C", "C", "C", "O", "C", "N", "H", "H", "H", "H", "H", "H", "H", "H", "H", "H", "H"],
  "coordinates": [[-4.112, -1.495, 0.389], [-4.020, -1.109, -0.498], [-5.014, -1.283, 0.653], [-1.756, -2.364, 6.192], [-2.503, -2.472, 5.591], [-1.302, -3.211, 6.178], [1.363, -3.999, 4.296], [0.417, -3.826, 4.151], [1.404, -4.926, 4.553], [0.366, 3.452, 2.890], [1.082, 3.591, 3.521], [-0.090, 2.666, 3.218], [1.321, 4.737, 0.704], [1.824, 5.395, 1.191], [0.868, 4.208, 1.392], [-1.467, 1.296, 4.474], [-0.945, 0.597, 4.916], [-1.684, 0.920, 3.604], [-2.070, 2.512, -3.960], [-2.729, 1.862, -3.706], [-1.936, 2.363, -4.903], [-2.074, 6.244, -1.037], [-1.540, 5.443, -1.045], [-1.510, 6.903, -0.621], [0.055, -0.460, 5.840], [-0.625, -1.154, 5.989], [0.911, -0.911, 5.915], [2.570, -1.683, 5.317], [3.076, -2.031, 6.058], [2.259, -2.474, 4.835], [-1.158, -4.308, 3.250], [-1.956, -4.232, 2.705], [-1.427, -4.862, 3.989], [-3.828, -3.854, 2.047], [-3.908, -4.361, 1.232], [-3.879, -2.932, 1.761], [-4.221, 0.180, -1.739], [-3.444, 0.515, -1.248], [-4.153, 0.595, -2.602], [1.337, -2.403, -1.585], [2.119, -2.646, -2.094], [1.462, -1.470, -1.379], [4.341, 0.804, 4.134], [4.824, 1.965, 3.271], [3.867, 2.170, 2.081], [3.804, 1.037, 1.244], [3.059, 1.310, 0.073], [4.845, 3.118, 4.171], [4.543, -0.116, 3.574], [3.265, 0.820, 4.308], [4.821, 0.630, 5.098], [5.835, 1.720, 2.928], [4.374, 2.930, 1.472], [2.898, 2.461, 2.492], [3.473, 2.103, -0.559], [2.071, 1.748, 0.270], [2.941, 0.352, -0.428], [5.021, 3.964, 3.634], [5.627, 2.969, 4.795], [-1.488, -1.072, -6.566], [-1.768, -2.571, -6.543], [-1.591, -3.188, -5.156], [-2.519, -2.587, -4.272], [-2.281, -2.782, -2.925], [-3.125, -2.823, -6.987], [-0.472, -0.837, -6.232], [-2.180, -0.484, -5.963], [-1.535, -0.695, -7.590], [-0.999, -3.037, -7.166], [-0.587, -2.986, -4.773], [-1.817, -4.258, -5.186], [-3.094, -2.467, -2.269], [-1.411, -2.187, -2.614], [-2.100, -3.828, -2.648], [-3.419, -2.199, -7.729], [-3.701, -2.539, -6.198], [3.368, -6.193, 0.463], [3.050, -4.944, 1.291], [4.204, -3.885, 1.395], [5.099, -4.339, 2.388], [4.793, -3.844, 3.672], [1.836, -4.341, 0.679], [2.862, -7.076, 0.851], [4.431, -6.406, 0.632], [3.221, -6.054, -0.604], [2.766, -5.174, 2.317], [3.747, -2.910, 1.589], [4.715, -3.795, 0.433], [3.879, -4.331, 4.024], [4.793, -2.760, 3.790], [5.499, -4.192, 4.431], [2.067, -3.541, 0.100], [1.257, -3.973, 1.427], [-2.868, 3.573, 2.152], [-4.302, 3.058, 1.858], [-4.644, 3.213, 0.376], [-6.020, 2.885, 0.204], [-6.367, 3.129, -1.151], [-4.411, 1.654, 2.230], [-2.542, 3.603, 3.195], [-2.613, 4.599, 1.884], [-2.240, 2.789, 1.719], [-4.946, 3.615, 2.541], [-4.003, 2.566, -0.230], [-4.410, 4.235, 0.053], [-6.322, 4.192, -1.394], [-7.390, 2.768, -1.265], [-5.784, 2.529, -1.855], [-3.618, 1.084, 1.955], [-5.177, 1.247, 1.703], [0.437, -1.179, 1.902], [-0.647, -0.135, 1.645], [-1.016, -0.111, 0.127], [-1.911, 0.961, -0.215], [-1.141, 2.075, -0.652], [-1.827, -0.615, 2.402], [1.298, -0.981, 1.246], [0.189, -2.203, 1.616], [0.887, -1.142, 2.894], [-0.318, 0.835, 2.020], [-1.463, -1.042, -0.227], [-0.075, -0.043, -0.429], [-0.463, 2.501, 0.092], [-1.872, 2.836, -0.928], [-0.518, 1.895, -1.533], [-1.610, -1.554, 2.711], [-2.542, -0.774, 1.698], [2.046, 1.707, -3.485], [2.041, 2.796, -4.525], [1.661, 2.195, -5.887], [1.631, 3.119, -6.952], [2.904, 3.694, -7.220], [0.985, 3.765, -4.200], [1.114, 1.130, -3.562], [1.986, 1.994, -2.435], [2.844, 0.977, -3.637], [2.996, 3.320, -4.510], [0.655, 1.787, -5.779], [2.335, 1.366, -6.145], [3.277, 4.299, -6.388], [2.824, 4.346, -8.085], [3.692, 2.944, -7.338], [0.034, 3.418, -4.241], [1.027, 4.384, -5.007]],
  "homo_lumo_gap_ev": 8.32,
  "total_charge": 0,
  "fmax_ev_per_a": 2.2,
  "energy_ha": -2803.99063
}

# 3
{
  "formula": "C24H9BrF4MgN8O4",
  "method": "ωB97M-V with the def2-TZVPD basis set",
  "species": ["Mg", "F", "C", "C", "F", "C", "C", "C", "F", "C", "C", "C", "N", "C", "N", "F", "C", "C", "N", "C", "N", "N", "C", "O", "C", "C", "C", "C", "N", "C", "H", "H", "H", "H", "H", "H", "O", "N", "Br", "C", "C", "N", "C", "C", "C", "C", "O", "O", "H", "H", "H"],
  "coordinates": [[-0.285, -0.879, -1.427], [0.661, -0.353, 0.613], [1.405, 0.576, 1.324], [0.813, 1.070, 2.420], [-0.409, 0.654, 2.702], [1.485, 2.000, 3.306], [2.868, 2.262, 2.942], [3.444, 1.756, 1.833], [4.695, 2.069, 1.551], [2.735, 0.925, 0.885], [3.290, 0.550, -0.315], [2.447, -0.096, -1.260], [1.676, -0.551, -1.986], [4.615, 0.829, -0.769], [5.652, 1.019, -1.222], [3.571, 3.053, 3.715], [0.856, 2.596, 4.351], [1.491, 3.526, 5.234], [1.945, 4.262, 5.990], [-0.532, 2.385, 4.643], [-1.638, 2.226, 4.900], [-2.079, 4.976, 0.960], [-1.354, 3.868, 0.796], [-0.564, 3.432, 1.623], [-1.520, 3.117, -0.503], [-1.809, 3.676, -1.741], [-1.827, 2.859, -2.863], [-1.538, 1.518, -2.723], [-1.252, 0.964, -1.526], [-1.261, 1.759, -0.448], [-1.967, 5.507, 1.811], [-2.788, 5.265, 0.309], [-1.988, 4.739, -1.846], [-2.044, 3.258, -3.843], [-1.533, 0.860, -3.583], [-1.039, 1.316, 0.513], [-2.915, -2.203, 0.265], [-2.020, -1.602, 0.309], [2.171, -6.996, -3.004], [0.423, -6.546, -2.494], [-0.532, -7.549, -2.319], [-1.789, -7.311, -1.963], [-2.146, -6.049, -1.768], [-1.262, -4.980, -1.911], [0.058, -5.234, -2.289], [-1.741, -3.618, -1.677], [-2.942, -3.363, -1.482], [-0.858, -2.652, -1.646], [-0.259, -8.586, -2.480], [-3.175, -5.870, -1.481], [0.771, -4.433, -2.423]],
  "homo_lumo_gap_ev": 4.24,
  "total_charge": 2,
  "fmax_ev_per_a": 0.9,
  "energy_ha": -4831.87841
}

HOMO energy values, unit eV, following the record order: -8.5 -8.6 -13.9.